C51H39BrN4O7SiZr as an isolated structure. Source: the Open Molecules 2025 dataset; level of theory: ωB97M-V/def2-TZVPD.

Charge   -2
ΔE to the lowest compared entry with this formula, charge and spin   0.0 kcal per mole
Max |F|   0.68 eV/Å
HOMO level   -2.377 eV
Multiplicity   1

```
104
Properties=species:S:1:pos:R:3:forces:R:3
Zr -0.284 0.592 0.732 0.2 0.0 0.7
O -1.574 -0.178 -0.728 0.0 0.0 0.0
C -2.501 -1.078 -0.920 0.0 0.0 0.0
C -2.920 -1.388 -2.228 0.0 0.0 0.0
C -3.878 -2.347 -2.463 0.0 0.0 0.0
C -4.482 -3.033 -1.403 0.0 0.0 0.0
C -4.107 -2.719 -0.116 0.0 0.0 0.0
C -3.130 -1.751 0.152 0.0 0.0 0.1
C -2.843 -1.435 1.535 0.0 0.0 -0.1
N -1.972 -0.585 1.927 0.2 0.1 0.0
N -1.907 -0.390 3.303 -0.1 -0.1 0.0
C -1.233 0.698 3.544 -0.1 0.1 0.0
O -0.782 1.506 2.654 0.0 -0.2 0.0
C -0.963 1.027 4.974 0.0 0.1 0.0
C 0.030 1.957 5.261 0.0 0.0 0.0
C 0.329 2.274 6.578 0.0 0.0 0.0
C -0.370 1.672 7.615 0.0 0.0 0.0
C -1.365 0.744 7.330 0.0 0.0 0.0
C -1.657 0.418 6.015 0.0 0.0 0.0
H -2.443 -0.868 -3.048 0.0 0.0 0.0
H -4.152 -2.578 -3.486 0.0 0.0 0.0
H -5.232 -3.792 -1.590 0.0 0.0 0.0
H -4.572 -3.224 0.726 0.0 0.0 0.0
H -3.439 -1.936 2.300 0.0 0.0 0.0
H 0.564 2.406 4.433 0.0 0.0 0.0
H 1.112 2.990 6.797 0.0 0.0 0.0
H -0.140 1.922 8.644 0.0 0.0 0.0
H -1.911 0.271 8.138 0.0 0.0 0.0
H -2.418 -0.311 5.771 0.0 0.0 0.0
O 2.348 -0.902 0.222 0.0 0.0 0.0
N 1.172 -0.739 -0.484 0.1 0.0 -0.2
O 0.981 -1.796 -1.339 0.0 0.0 0.1
O 1.271 0.304 -1.432 0.0 0.0 -0.2
C -1.557 -3.966 -5.198 0.0 0.0 0.0
C -1.341 -2.706 -5.734 0.0 0.0 0.0
C -0.580 -1.773 -5.037 0.0 0.0 0.0
C -0.014 -2.060 -3.791 0.0 0.0 0.0
C -0.246 -3.342 -3.277 0.0 0.0 0.0
C -1.002 -4.282 -3.964 0.0 0.0 0.0
Si 1.087 -0.778 -2.846 0.0 0.0 0.0
C 2.848 -1.096 -3.475 0.0 0.0 0.0
C 3.131 -1.866 -4.606 0.0 0.0 0.1
C 4.435 -2.044 -5.055 0.0 0.0 0.0
C 5.490 -1.456 -4.372 0.0 0.0 0.0
C 5.233 -0.692 -3.241 0.0 0.0 0.0
C 3.927 -0.514 -2.802 0.0 0.0 0.0
C 0.545 0.786 -3.855 0.0 0.0 0.0
C -0.612 1.485 -3.481 0.0 0.0 0.0
C -1.027 2.626 -4.152 0.0 0.0 0.0
C -0.287 3.110 -5.225 0.0 0.0 0.0
C 0.866 2.443 -5.610 0.0 0.0 0.0
C 1.271 1.296 -4.933 0.0 0.0 0.0
H -2.158 -4.695 -5.731 0.0 0.0 0.0
H -1.772 -2.443 -6.694 0.0 0.0 0.0
H -0.438 -0.788 -5.468 0.0 0.0 0.0
H 0.157 -3.596 -2.305 0.0 0.0 0.0
H -1.173 -5.260 -3.529 0.0 0.0 0.0
H 2.315 -2.338 -5.144 0.0 0.0 0.0
H 4.628 -2.646 -5.937 0.0 0.0 0.0
H 6.509 -1.596 -4.717 0.0 0.0 0.0
H 6.050 -0.238 -2.692 0.0 0.0 0.0
H 3.735 0.074 -1.913 0.0 0.0 0.0
H -1.176 1.153 -2.616 0.0 0.0 0.0
H -1.913 3.155 -3.819 0.0 0.0 0.0
H -0.598 4.011 -5.742 0.0 0.0 0.0
H 1.460 2.822 -6.436 0.0 0.0 0.0
H 2.183 0.794 -5.243 0.0 0.0 0.0
Br 4.765 1.377 0.580 0.0 0.0 0.0
C 4.472 0.291 2.106 0.0 0.0 0.0
C 5.548 0.124 2.967 0.0 0.0 0.0
C 5.407 -0.633 4.120 0.0 0.0 0.0
C 4.185 -1.223 4.408 0.0 0.0 0.0
C 3.121 -1.056 3.536 0.0 0.0 0.0
C 3.243 -0.305 2.373 0.0 0.0 0.0
C 1.999 -0.153 1.506 -0.1 0.1 0.0
O 0.884 -0.725 2.017 -0.1 0.2 -0.1
O 1.721 1.127 1.141 -0.2 -0.1 -0.1
H 6.492 0.597 2.729 0.0 0.0 0.0
H 6.250 -0.754 4.791 0.0 0.0 0.0
H 4.061 -1.809 5.312 0.0 0.0 0.0
H 2.149 -1.492 3.727 0.0 0.0 0.0
C -4.253 4.681 0.060 0.0 0.0 0.0
C -4.170 3.306 0.268 -0.1 0.0 0.0
C -2.957 2.648 0.251 0.1 0.0 0.0
C -1.743 3.337 0.026 0.1 0.0 0.0
C -1.846 4.730 -0.188 0.0 0.0 0.0
C -3.073 5.375 -0.170 0.0 0.0 0.0
N -0.549 2.660 0.000 0.0 -0.1 0.1
C 0.637 3.441 -0.089 0.0 0.1 0.0
C 1.105 4.129 1.030 0.0 0.0 0.0
C 2.287 4.850 0.974 0.0 0.0 0.0
C 3.025 4.894 -0.203 0.0 0.0 0.0
C 2.566 4.207 -1.318 0.0 0.0 0.0
C 1.379 3.489 -1.264 0.0 0.0 0.0
H -5.208 5.191 0.073 0.0 0.0 0.0
H -5.074 2.733 0.447 0.0 0.0 0.0
H -2.940 1.576 0.403 0.0 0.0 0.0
H -0.944 5.295 -0.377 0.0 0.0 0.0
H -3.104 6.446 -0.344 0.0 0.0 0.0
H 0.538 4.056 1.950 0.0 0.0 0.0
H 2.649 5.362 1.859 0.0 0.0 0.0
H 3.961 5.439 -0.242 0.0 0.0 0.0
H 3.140 4.214 -2.238 0.0 0.0 0.0
H 1.031 2.935 -2.126 0.0 0.0 0.0
```
Positions in Å, forces in eV/Å.